The following is a DFT calculation (wB97M-V/def2-TZVPD) of a 7-piece molecular cluster, C31H70F3I3NO13P2 overall in a non-equilibrium geometry.

Atoms and positions in Å:
1 C -1.112300 0.608588 -5.089585
2 C 0.123301 1.413524 -4.793131
3 C 0.119447 2.828916 -5.294221
4 N 1.120314 0.934759 -4.151683
5 C 1.044194 0.573690 -2.774240
6 O 0.249087 -0.636475 -2.625074
7 O 0.464850 1.560028 -2.045638
8 P 1.037871 1.740465 -0.387098
9 O 0.239856 0.267305 0.016732
10 C -0.500409 2.759761 0.083623
11 C -1.161567 3.550323 -1.068992
12 C -1.491474 4.971292 -0.603125
13 I -1.615659 6.335460 -2.277838
14 C 1.782076 1.744365 1.391851
15 C 1.345147 0.607273 2.226106
16 O 1.871166 -0.444323 2.358369
17 I -0.444632 0.988226 3.469655
18 P 2.088661 3.747865 -0.716635
19 C 2.111053 4.104732 -2.523564
20 O 3.698187 3.392874 -0.381996
21 O 2.458829 0.803863 -0.878364
22 C 2.464606 0.300015 -2.135835
23 I 4.119105 1.144556 -3.335550
24 C 2.820622 -1.176398 -1.966262
25 O 2.716548 -1.896455 -3.219755
26 C 2.337914 -3.162786 -3.135518
27 F 3.235376 -3.952325 -2.507436
28 F 1.154987 -3.361022 -2.531628
29 F 2.222044 -3.638965 -4.387994
30 H -1.508500 0.855717 -6.075668
31 H -0.921280 -0.457298 -5.020449
32 H -1.875898 0.923410 -4.370882
33 H 1.103657 3.069354 -5.700748
34 H -0.019603 3.472713 -4.421216
35 H -0.660549 3.010569 -6.031975
36 H 0.346383 -1.095063 -3.464949
37 H -0.500136 0.124483 -0.577902
38 H -1.237869 2.055674 0.472222
39 H -0.274529 3.445340 0.901141
40 H -0.525089 3.628726 -1.945572
41 H -2.105701 3.078366 -1.343958
42 H -0.679341 5.379377 -0.007788
43 H -2.440023 5.038001 -0.079255
44 H 1.615842 2.703235 1.878688
45 H 2.859121 1.613998 1.272914
46 H 1.349232 4.860928 -2.729826
47 H 1.945609 3.236643 -3.160404
48 H 3.092277 4.515939 -2.770295
49 H 4.099770 4.204126 -0.058869
50 H 3.860802 -1.232162 -1.650473
51 H 2.186541 -1.602542 -1.190137
52 C 4.550218 1.080581 4.882577
53 C 4.000447 -0.231188 5.423104
54 C 4.444898 -1.413344 4.573855
55 O 2.579136 -0.180008 5.496470
56 H 4.178716 1.253442 3.868376
57 H 4.221997 1.914705 5.503741
58 H 5.641335 1.073856 4.853641
59 H 4.342768 -0.372138 6.452323
60 H 4.068996 -1.305095 3.553776
61 H 4.042112 -2.343112 4.977546
62 H 5.533704 -1.489163 4.537564
63 H 2.260522 -0.053499 4.592616
64 C -3.479732 0.555886 -0.603926
65 C -3.952386 -0.304444 -1.767149
66 C -4.220003 -1.735988 -1.326951
67 O -2.995764 -0.277803 -2.822295
68 H -2.543733 0.162868 -0.197712
69 H -3.293382 1.577771 -0.936787
70 H -4.215716 0.579951 0.201340
71 H -4.864056 0.122572 -2.191977
72 H -3.302319 -2.187857 -0.941002
73 H -4.558624 -2.338002 -2.171121
74 H -4.977852 -1.775091 -0.542475
75 H -2.159091 -0.636417 -2.488677
76 C -3.594443 1.724643 7.853153
77 C -4.081001 1.044333 6.581823
78 C -4.213133 -0.459883 6.770007
79 O -3.209334 1.334557 5.496476
80 H -2.604865 1.348293 8.126596
81 H -3.509270 2.800506 7.699919
82 H -4.274483 1.542244 8.687411
83 H -5.048919 1.461047 6.294817
84 H -3.240484 -0.896193 7.013106
85 H -4.565189 -0.928216 5.850973
86 H -4.909589 -0.700519 7.575515
87 H -2.337724 0.979482 5.711599
88 C 3.257191 -0.859130 9.612210
89 C 4.723731 -1.197172 9.820611
90 C 4.921833 -2.129729 11.006172
91 O 5.494462 -0.007845 9.994114
92 H 2.856149 -0.345447 10.491534
93 H 3.133259 -0.196342 8.755772
94 H 2.664679 -1.758485 9.440123
95 H 5.119566 -1.668539 8.919205
96 H 4.570172 -1.651869 11.925437
97 H 5.978666 -2.364026 11.136280
98 H 4.371226 -3.062019 10.872670
99 H 5.167237 0.439690 10.781837
100 C 0.948712 -7.309971 -5.874013
101 C 0.214731 -7.489865 -4.553118
102 C -0.663082 -6.288820 -4.241374
103 O 1.147344 -7.713747 -3.497760
104 H 1.599421 -6.432636 -5.825860
105 H 1.573662 -8.178338 -6.084852
106 H 0.249787 -7.173011 -6.700893
107 H -0.397303 -8.393133 -4.597119
108 H -0.047927 -5.390642 -4.143218
109 H -1.181947 -6.431065 -3.293010
110 H -1.405317 -6.121736 -5.023362
111 H 1.704586 -6.929959 -3.425769
112 C -5.316594 0.490522 -8.348233
113 C -4.823868 1.679691 -7.538511
114 C -5.369525 2.992052 -8.079333
115 O -3.399345 1.706468 -7.510956
116 H -4.979449 0.573232 -9.385832
117 H -4.916860 -0.438096 -7.941207
118 H -6.406153 0.433059 -8.345524
119 H -5.127508 1.560915 -6.497115
120 H -5.033915 3.145789 -9.109302
121 H -5.007378 3.829311 -7.483002
122 H -6.460497 3.001965 -8.069362
123 H -3.083422 1.811486 -8.415267

Cartesian forces (eV/Å) of the 3 atoms listed first:
-0.17 0.61 0.08
-0.12 -1.10 -0.32
0.48 -0.27 -0.44

## Properties
total charge = -1
energy = -112424.62291 eV

Here are the Mulliken charges for atoms 1 to 99, given in e: C -1.062; C 0.655; C -1.033; N -0.224; C 0.659; O -0.460; O -0.085; P 2.731; O -0.686; C -1.166; C 1.003; C -1.552; I -0.111; C -1.777; C 0.050; O -0.470; I -0.090; P -0.202; C -0.372; O -0.343; O -0.578; C -1.109; I -0.078; C -0.712; O -0.177; C 0.970; F -0.315; F -0.188; F -0.314; H 0.449; H 0.184; H 0.225; H 0.321; H 0.012; H 0.401; H 0.328; H -0.078; H 0.280; H 0.685; H -0.650; H 0.102; H 0.545; H 0.586; H 0.743; H 0.364; H 0.129; H -0.254; H 0.426; H 0.371; H 0.532; H 0.417; C -1.119; C 0.815; C -1.227; O -0.452; H 0.105; H 0.312; H 0.403; H 0.005; H 0.257; H 0.308; H 0.389; H 0.176; C -0.543; C 0.267; C -1.383; O -0.374; H 0.007; H -0.018; H 0.526; H 0.386; H 0.301; H 0.344; H 0.412; H 0.102; C -1.226; C 0.375; C -1.244; O -0.462; H 0.309; H 0.313; H 0.374; H 0.262; H 0.313; H 0.312; H 0.381; H 0.201; C -1.255; C 0.507; C -1.413; O -0.557; H 0.371; H 0.320; H 0.354; H 0.297; H 0.345; H 0.337; H 0.364; H 0.342